Density functional theory data (the ωB97M-V functional and the def2-TZVPD basis) for C5H9NO in the gas phase at a distorted geometry.

Each atom is followed by the atoms it is bonded to, with distances in Å.
CARTESIAN COORDINATES (ANGSTROEM)
1 C -1.16 0.13 1.33  C2 1.523, H8 1.095, H9 1.097, H10 1.098
2 C -1.10 0.08 -0.19  C1 1.523, N3 1.367, C4 1.665, H11 1.103
3 N -1.46 1.25 -0.82  C2 1.367, H12 1.028
4 C 0.47 0.12 -0.74  C2 1.665, C5 1.411, C6 1.605, H13 1.087
5 C 1.58 0.60 -0.01  C4 1.411, C6 1.891, H14 1.089, H15 1.089
6 C 1.26 -1.23 -0.39  C4 1.605, C5 1.891, O7 1.216, H16 1.104
7 O 1.80 -1.87 -1.28  C6 1.216
8 H -0.73 1.07 1.70  C1 1.095
9 H -2.21 0.09 1.63  C1 1.097
10 H -0.64 -0.73 1.79  C1 1.098
11 H -1.51 -0.87 -0.58  C2 1.103
12 H -1.81 1.03 -1.76  N3 1.028
13 H 0.51 0.25 -1.82  C4 1.087
14 H 1.61 0.55 1.08  C5 1.089
15 H 2.39 1.13 -0.50  C5 1.089
16 H 1.00 -1.63 0.60  C6 1.104

As for the HOMO energy (alpha / beta): -9.243 / -8.122 eV. The LUMO energy (alpha / beta) comes out at -0.6394 / -0.4268 eV. The largest force on an atom is 1.88 eV Å⁻¹. Its charge is 0.